This record from the OMol25 dataset describes C21H15Cl2N6O5ReS3 as an isolated structure. The level of theory is the ωB97M-V functional and the def2-TZVPD basis.

Geometry as XYZ:
```
53
Properties=species:S:1:pos:R:3
Re -0.7597 -0.9159 0.3415
Cl -4.1851 1.8745 2.7224
C -2.4719 2.0084 2.8633
C -1.9044 3.0612 3.6094
C -0.5498 3.1752 3.7351
Cl 0.1189 4.4653 4.6644
C 0.3176 2.2455 3.1037
C 1.7266 2.2542 3.1651
C 2.4339 1.2767 2.5174
C 1.7597 0.3004 1.7780
N 0.4377 0.2771 1.6715
C -0.2801 1.2281 2.3486
C -1.6763 1.0850 2.2410
O -2.1076 0.0202 1.5598
H -2.5566 3.7781 4.0881
H 2.2331 3.0291 3.7241
H 3.5136 1.2561 2.5376
H 2.3067 -0.4630 1.2468
N -1.0476 -2.6122 1.7626
N -2.3556 -3.1121 1.5285
C -3.0698 -2.5445 0.4755
O -4.2574 -2.6697 0.3701
O -2.2975 -1.8965 -0.3987
H -0.3812 -3.3735 1.6489
H -0.9743 -2.2803 2.7221
H -2.8943 -3.3670 2.3417
O 4.3705 1.3803 -0.4587
S 3.5169 1.0398 -1.5556
O 3.0739 2.0374 -2.4709
N 2.1785 0.2534 -0.8913
C 2.1918 -0.9838 -1.2045
S 1.0335 -2.1113 -0.5115
C 3.2871 -1.4534 -2.0879
C 3.5302 -2.7141 -2.6026
C 4.6364 -2.8767 -3.4292
C 5.4705 -1.8056 -3.7296
C 5.2256 -0.5364 -3.2115
C 4.1276 -0.3960 -2.3938
H 2.8777 -3.5469 -2.3749
H 4.8506 -3.8503 -3.8486
H 6.3227 -1.9600 -4.3774
H 5.8694 0.3011 -3.4433
S -0.8571 0.5896 -1.4142
C -2.5774 0.7543 -1.7208
N -3.4874 0.6459 -0.7273
C -4.8079 0.7122 -0.9559
C -5.2468 0.9479 -2.2277
C -4.2644 1.1100 -3.2047
N -2.9650 1.0107 -2.9600
H -3.1473 0.4543 0.2231
H -5.4515 0.5690 -0.0998
H -6.2989 1.0075 -2.4574
H -4.5381 1.3207 -4.2321
```

The spin multiplicity is 2. Its HOMO-LUMO gap (spin up / spin down) is 0.2327 / 0.2462 Eh. For the HOMO energy (spin up / spin down), the calculation gives -11.12 / -11.29 eV. Its net charge is +1. For the lowest unoccupied orbital energy (spin up / spin down), the calculation gives -4.79 / -4.59 eV. As for the energy above the lowest of the compared OMol25 structures with the same formula, charge and spin: 0.00 kJ/mol.

***

This record from the OMol25 dataset describes a 3-piece molecular cluster, C10H17BN4O7 overall. The level of theory is the ωB97M-V functional and the def2-TZVPD basis.

Geometry as XYZ:
```
39
Properties=species:S:1:pos:R:3
O 2.4391 -2.0523 0.1837
C 1.8278 -1.2295 -0.4691
O 2.1828 -1.0017 -1.7658
C 1.6743 0.1921 -2.3342
O 0.3237 0.1323 -2.7424
B -0.0061 -0.8842 -3.6298
O -0.4098 -0.4979 -4.9182
O 0.0050 -2.2318 -3.2972
C 0.6449 -0.5367 0.1892
C -0.5541 -1.1956 0.0800
C -1.6695 -0.5997 0.6385
C -1.5385 0.6077 1.2775
C -0.3354 1.2631 1.3911
C 0.7758 0.6773 0.8243
H 2.2845 0.3975 -3.2229
H 1.7928 1.0593 -1.6800
H -1.3741 -0.4459 -4.8715
H -0.8935 -2.5133 -3.0909
H -0.5849 -2.1510 -0.4355
H -2.6182 -1.1168 0.5298
H -2.4176 1.0888 1.6981
H -0.2950 2.2215 1.8888
H 1.7608 1.1373 0.8489
C -0.1394 -4.9493 2.3644
O -0.7441 -5.8900 2.8498
N -0.5302 -3.6520 2.5382
N 0.9846 -5.1066 1.6014
H -0.0416 -2.8692 2.1425
H -1.3497 -3.4875 3.0915
H 1.3058 -6.0438 1.4490
H 1.4952 -4.3420 1.1955
C -0.7719 5.0695 0.8063
O -1.4099 4.0553 1.0318
N -0.4180 5.4446 -0.4585
N -0.3583 5.9132 1.7989
H 0.1052 6.2728 -0.6680
H -0.7067 4.8465 -1.2104
H -0.6023 5.6673 2.7400
H 0.1665 6.7507 1.6351
```

Its HOMO-LUMO gap is 0.3509 Eh. For the HOMO energy, the calculation gives -9.50 eV. For the lowest unoccupied orbital energy, the calculation gives 0.05 eV.

***

This record from the OMol25 dataset describes one molecule with the formula C2H5N. The level of theory is the ωB97M-V functional and the def2-TZVPD basis.

Geometry as XYZ:
```
8
Properties=species:S:1:pos:R:3
C -0.0102 0.5423 -0.1223
C 0.1276 -0.9545 -0.0477
N -0.2405 1.2596 0.9031
H -0.1290 0.7954 -1.2471
H -0.4310 -1.7075 -0.8982
H -0.2152 -1.1093 1.0155
H 1.1180 -1.0648 -0.2627
H -0.2197 2.2388 0.6594
```

Its HOMO-LUMO gap is 0.4107 Eh. For the HOMO energy, the calculation gives -10.03 eV. For the lowest unoccupied orbital energy, the calculation gives 1.15 eV. As for the energy above the lowest of the compared OMol25 structures with the same formula, charge and spin: 92.52 kJ/mol.

***

This record from the OMol25 dataset describes a 2-piece molecular cluster, C9H12N2 overall. The level of theory is the ωB97M-V functional and the def2-TZVPD basis.

Geometry as XYZ:
```
23
Properties=species:S:1:pos:R:3
C 3.4806 0.0807 -0.1493
C 3.0258 -0.7699 0.8474
C 2.5815 0.8462 -0.8699
C 1.6758 -0.8462 1.1253
C 1.2258 0.7737 -0.5954
C 0.7685 -0.0715 0.4084
C -0.6627 -0.1534 0.7225
C -2.7621 1.1229 0.7501
C -1.3299 -1.5743 -1.1904
N -1.6644 0.5284 0.0335
N -1.6492 -0.9321 0.0695
H 4.5384 0.1477 -0.3575
H 3.7314 -1.3660 1.4096
H 2.9359 1.5088 -1.6461
H 1.3059 -1.4946 1.9061
H 0.5155 1.3723 -1.1473
H -0.8024 -0.2800 2.2418
H -2.4771 2.1382 1.0249
H -3.6249 1.1564 0.0854
H -3.0156 0.5545 1.6521
H -0.2579 -1.5788 -1.4091
H -1.6887 -2.6011 -1.1228
H -1.8517 -1.0673 -2.0046
```

Its HOMO-LUMO gap is 0.3730 Eh. For the HOMO energy, the calculation gives -9.16 eV. For the lowest unoccupied orbital energy, the calculation gives 0.99 eV. As for the energy above the lowest of the compared OMol25 structures with the same formula, charge and spin: 417.64 kJ/mol.